Record 1
Density functional theory data (ωB97M-V with the def2-TZVPD basis set) for 2 unconnected molecules or ions with the total composition C2H4N2O.

Cartesian coordinates (Å):
C1 0.302263 -1.244678 0.689935
C2 -0.557138 1.705956 -1.841793
N1 0.372774 2.289266 0.265127
N2 0.043575 1.856272 -0.817615
O1 1.338660 -0.744009 1.061189
H1 0.054669 -2.163809 1.200013
H2 -0.138866 1.507725 -2.808032
H3 -0.173102 -0.716973 -0.071222
H4 0.739034 1.578458 1.005569

Atoms 1-2, force components in eV/Å:
2.6 0.1 1.7
0.2 -0.6 0.1

Values from the calculation:
HOMO level (eV): -9.07
LUMO level (hartree): 0.0204
Energy above the lowest of the compared OMol25 structures with the same formula, charge and spin (kJ/mol): 427.8
2S+1: 1

Results of the natural (NBO) charge analysis, in e, for atoms 1 through 4: C 0.25; C -0.10; N -0.46; N -0.02

***

Record 2
Density functional theory data (ωB97M-V with the def2-TZVPD basis set) for a single C2H4N2O molecule.

Cartesian coordinates (Å):
H1 2.045504 0.367982 1.503659
N1 1.281931 0.899841 1.094433
C1 0.476572 0.093684 0.403173
O1 0.731920 -1.224317 0.308807
C2 -0.895178 0.307842 -0.556245
N2 -1.775586 -0.462500 -1.176022
H2 -2.435094 0.106827 -1.701193
H3 1.532272 -1.485869 0.790317
H4 -0.962340 1.396510 -0.666929

Atoms 1-2, force components in eV/Å:
-0.1 -0.2 -0.1
-3.9 -0.9 -2.8

Values from the calculation:
HOMO level (eV): -10.46
LUMO level (hartree): 0.0051
Energy above the lowest of the compared OMol25 structures with the same formula, charge and spin (kJ/mol): 219.9
SMILES string: [H]/N=C(O)/C=N/[H]
2S+1: 1

Results of the natural (NBO) charge analysis, in e, for atoms 1 through 4: H 0.34; N -0.70; C 0.53; O -0.68

***

Record 3
Density functional theory data (ωB97M-V with the def2-TZVPD basis set) for a single C2H4N2O molecule.

Cartesian coordinates (Å):
O1 1.931253 -0.021130 0.004201
C1 0.620984 0.056839 0.007091
C2 -0.366292 1.015760 0.041787
N1 -1.381442 0.062924 0.212343
N2 -0.385978 -1.019167 -0.029481
H1 2.612347 -0.538242 -0.541595
H2 -0.462551 2.030452 0.002819
H3 -2.158424 0.075406 -0.487356
H4 -0.409897 -1.662845 0.790189

Atoms 1-2, force components in eV/Å:
3.0 -0.2 0.4
-2.8 0.0 -1.2

Values from the calculation:
HOMO level (eV): -7.74
LUMO level (hartree): 0.0235
Energy above the lowest of the compared OMol25 structures with the same formula, charge and spin (kJ/mol): 337.4
SMILES string: Oc1c[nH][nH]1
2S+1: 1

Results of the natural (NBO) charge analysis, in e, for atoms 1 through 4: O -0.72; C 0.39; C -0.20; N -0.45

***

Record 4
Density functional theory data (ωB97M-V with the def2-TZVPD basis set) for a molecular structure, C2H4N2O.

Cartesian coordinates (Å):
C1 -0.147722 0.441081 0.570011
C2 0.092151 -0.681668 -0.380329
N1 -2.603958 -0.591962 -0.291887
N2 -1.008399 -0.679595 0.545096
O1 -3.119592 0.417131 -0.110755
H1 0.558833 0.507790 1.277895
H2 -0.641170 1.349751 0.375025
H3 -0.030752 -0.689314 -1.484583
H4 0.928415 -1.297765 0.061739

Atoms 1-2, force components in eV/Å:
-2.0 0.2 -2.9
1.3 -0.6 0.0

Values from the calculation:
HOMO level (alpha / beta) (eV): -8.70 / -8.70
LUMO level (alpha / beta) (hartree): -0.0103 / -0.0104
Energy above the lowest of the compared OMol25 structures with the same formula, charge and spin (kJ/mol): 486.7
2S+1: 1

Results of the natural (NBO) charge analysis, in e, for atoms 1 through 4: C -0.29; C -0.29; N 0.36; N -0.37

***

Question: Which formula does entry 3 have?
Answer: C2H4N2O